*i*
Density functional theory data (ωB97M-V/def2-TZVPD) for the ion C10H12NOS with charge +1.

Summary:
Charge ... +1
HOMO level (spin up / spin down) ... -13.2 / -13.5 eV
HOMO-LUMO gap (spin up / spin down) ... 0.23700 / 0.29003 Ha
Spin multiplicity ... 1
LUMO (spin up / spin down) ... -0.248 / -0.207 Ha

```
25
Properties=species:S:1:pos:R:3:nbo_charge:R:1
C 0.04859 3.07293 -0.47876 -0.137
C 1.44562 2.82097 -0.64617 -0.178
C -0.74113 1.97016 -0.10423 -0.212
C 1.87405 1.46154 -0.62723 -0.162
C -0.24920 0.73199 0.14154 -0.014
C 1.13983 0.47196 0.01730 -0.302
C -1.39248 -1.46817 -0.58897 0.203
C -1.11490 -0.42483 0.56512 -0.423
C -2.89284 -1.60421 -0.93135 -0.631
C 1.83616 -1.74673 1.61055 -0.881
N -0.62158 -2.28224 -1.07948 -0.131
O 2.78628 -1.42448 -0.87131 -0.808
S 1.58679 -1.25496 -0.09730 1.564
H -0.46039 4.09037 -0.52025 0.257
H 2.29335 3.51607 -0.89376 0.257
H -1.82021 2.25702 0.03651 0.238
H 2.92448 1.38113 -0.89967 0.252
H -0.66073 -0.99286 1.25317 0.232
H -2.14300 0.00359 0.77557 0.259
H -3.30379 -2.35716 -0.17394 0.264
H -2.86255 -2.06143 -1.91057 0.261
H -3.40831 -0.62950 -0.73970 0.249
H 1.11471 -2.41508 2.06071 0.271
H 1.80690 -0.89457 2.27261 0.269
H 2.81435 -2.22150 1.82962 0.304
```

***

*ii*
Density functional theory data (ωB97M-V/def2-TZVPD) for a cluster of 2 separate species, C10H12NOS in total.

Summary:
Charge ... +1
HOMO level ... -11.7 eV
HOMO-LUMO gap ... 0.24658 Ha
Spin multiplicity ... 1
LUMO ... -0.182 Ha

```
25
Properties=species:S:1:pos:R:3:nbo_charge:R:1
C -3.01808 0.37799 0.59184 -0.313
C -0.32866 2.30255 0.79079 -0.269
C -2.50278 -0.77484 1.26267 -0.307
C 0.50286 1.17378 0.88589 -0.100
C -2.73940 0.09544 -0.75255 0.091
C -0.25166 2.73074 -0.50937 -0.287
C -1.90714 -1.55182 0.28390 0.072
C 1.07568 0.68030 -0.22247 -0.365
C 1.91752 -1.23593 -1.62925 -0.720
C 1.77070 -0.52986 -0.32472 0.449
N 2.24717 -1.07824 0.74038 -0.644
O -2.01215 -0.98090 -0.86387 -0.385
S 0.63458 1.67432 -1.58298 0.505
H -3.25248 1.31378 0.97907 0.231
H -0.87435 2.94619 1.49324 0.272
H -2.40014 -0.96954 2.28049 0.227
H 0.59733 0.69857 1.91337 0.222
H -2.68455 0.73933 -1.70967 0.210
H -0.61064 3.68239 -0.91078 0.262
H 2.01259 -0.48039 -2.46957 0.261
H 1.12774 -1.90873 -1.78862 0.273
H 2.88539 -1.73281 -1.97874 0.282
H 1.83558 -0.71643 1.59916 0.414
H 2.54038 -2.06165 0.78886 0.436
H -1.47048 -2.42224 0.27125 0.182
```

***

Short version: *ii*, *i*, most stable first.

***

*i*
Density functional theory data (ωB97M-V/def2-TZVPD) for the molecule C14H16O.

Summary:
Charge ... 0
HOMO level (spin up / spin down) ... -7.4 / -7.4 eV
HOMO-LUMO gap (spin up / spin down) ... 0.29503 / 0.29505 Ha
Spin multiplicity ... 1
LUMO (spin up / spin down) ... 0.022 / 0.022 Ha

```
31
Properties=species:S:1:pos:R:3:nbo_charge:R:1
C -3.33250 -0.09399 -1.79147 -0.218
C -3.13234 -0.13871 -0.42087 -0.227
C -2.23746 -0.13533 -2.63983 -0.204
C -1.85717 -0.24066 0.09957 -0.153
C -0.96112 -0.23144 -2.12615 -0.194
C -0.74342 -0.30490 -0.74524 -0.139
C 2.72187 0.55587 1.70492 -0.176
C 1.94261 1.73037 1.35919 -0.383
C 2.30303 -0.70426 1.56552 -0.224
C 0.88596 1.71234 0.57326 0.120
C 0.93309 -1.08996 1.06946 -0.343
C 0.61671 -0.39463 -0.23858 0.427
C -0.05226 2.70928 0.05962 -0.707
C 0.81443 -2.60867 0.89253 -0.605
O 1.58285 -0.49812 -1.20553 -0.708
H -4.33191 -0.02360 -2.19393 0.213
H -3.97934 -0.09277 0.24836 0.213
H -2.38297 -0.09522 -3.70992 0.213
H -1.72608 -0.26514 1.17082 0.204
H -0.10880 -0.26181 -2.78577 0.230
H 3.70291 0.74261 2.12119 0.209
H 2.29474 2.66921 1.78824 0.198
H 2.94947 -1.51990 1.85912 0.207
H 0.20494 -0.76223 1.81983 0.235
H -0.01214 3.62910 0.64834 0.214
H -1.07132 2.31826 0.08192 0.234
H 0.18545 2.94200 -0.97977 0.234
H -0.20933 -2.87992 0.64239 0.217
H 1.09815 -3.12068 1.80968 0.212
H 1.46499 -2.95030 0.08841 0.208
H 2.43698 -0.59681 -0.76531 0.492
```

***

*ii*
Density functional theory data (ωB97M-V/def2-TZVPD) for a cluster of 2 separate species, C14H16O in total.

Summary:
Charge ... 0
HOMO level ... -8.4 eV
HOMO-LUMO gap ... 0.33934 Ha
Spin multiplicity ... 1
Structure (SMILES) ... Cc1ccc(O)cc1.Cc1ccccc1
LUMO ... 0.031 Ha

```
31
Properties=species:S:1:pos:R:3:nbo_charge:R:1
C -2.00383 3.21024 2.62248 -0.627
C -2.22637 2.11334 1.60492 -0.046
C -1.17627 1.60533 0.82074 -0.174
C -1.36967 0.68146 -0.19284 -0.272
C -2.66906 0.21604 -0.37887 0.299
O -2.83893 -0.66312 -1.41742 -0.672
C -3.68655 0.56884 0.47879 -0.293
C -3.47030 1.51355 1.48389 -0.188
H -2.59890 4.05377 2.27295 0.216
H -0.97775 3.55122 2.72438 0.217
H -2.41986 2.95003 3.58343 0.217
H -0.20115 1.95131 1.15620 0.208
H -0.48873 0.44272 -0.74615 0.220
H -3.78582 -0.84586 -1.54030 0.477
H -4.69603 0.20461 0.31125 0.208
H -4.30723 1.92011 2.02804 0.209
C 3.16321 -0.39019 -2.78130 -0.638
C 2.76197 -1.13622 -1.53713 0.004
C 1.44474 -1.23615 -1.13131 -0.226
C 1.12436 -1.96115 0.03272 -0.193
C 2.09685 -2.53406 0.81700 -0.234
C 3.40894 -2.58035 0.29294 -0.188
C 3.73651 -1.88845 -0.85758 -0.228
H 2.41744 0.36899 -3.04578 0.215
H 3.14926 -1.09452 -3.62462 0.221
H 4.12055 0.10589 -2.81967 0.221
H 0.65711 -0.59718 -1.48165 0.202
H 0.11271 -1.85411 0.36055 0.215
H 1.94887 -3.23381 1.63145 0.214
H 4.09143 -3.33228 0.66782 0.207
H 4.68248 -2.11002 -1.33493 0.208
```

***

Short version: *ii*, *i*, most stable first.

***

*i*
Density functional theory data (ωB97M-V/def2-TZVPD) for the molecule C14H16O.

Summary:
Charge ... 0
HOMO level (spin up / spin down) ... -6.5 / -8.3 eV
HOMO-LUMO gap (spin up / spin down) ... 0.22687 / 0.30513 Ha
Spin multiplicity ... 1
LUMO (spin up / spin down) ... -0.014 / 0.000 Ha

```
31
Properties=species:S:1:pos:R:3:nbo_charge:R:1
C -3.37122 -1.84327 -0.11788 -0.225
C -3.99619 -0.68642 0.33556 -0.216
C -2.04187 -1.82709 -0.53206 -0.182
C -3.30252 0.48763 0.22053 -0.193
C -1.26828 -0.66722 -0.66658 -0.062
C -1.93245 0.58362 -0.34788 -0.139
C -0.10062 -1.02811 -1.53014 -0.347
C 1.14228 -1.29172 -0.95201 0.202
C 0.20598 1.75925 -0.25104 -0.492
C 0.81164 0.71001 0.68203 -0.399
C -1.35245 1.85457 -0.35705 0.361
C 1.72931 -0.38836 0.05279 -0.175
C 2.40855 -1.33710 1.11471 -0.579
C 2.90770 0.27552 -0.79168 -0.600
O -1.89403 3.09422 -0.71179 -0.667
H -4.03189 -2.71334 0.07130 0.215
H -4.90407 -0.80698 0.79759 0.211
H -1.60073 -2.72056 -1.09305 0.219
H -3.55015 1.47565 0.42689 0.190
H -0.31675 -1.44854 -2.53762 0.220
H 0.38390 2.82234 -0.00247 0.231
H 0.69816 1.64063 -1.20798 0.229
H 1.45885 1.25502 1.34234 0.223
H 0.02911 0.06182 1.35755 0.230
H 2.93434 -2.03969 0.60294 0.208
H 1.70764 -1.78667 1.71358 0.204
H 3.07378 -0.80508 1.72638 0.197
H 2.91105 0.06461 -1.80047 0.217
H 3.87027 -0.16675 -0.46440 0.216
H 2.86871 1.38152 -0.72524 0.212
H -2.89389 2.95356 -0.92767 0.491
```

***

*ii*
Density functional theory data (ωB97M-V/def2-TZVPD) for a cluster of 2 separate species, C14H16O in total.

Summary:
Charge ... 0
HOMO level ... -8.3 eV
HOMO-LUMO gap ... 0.33769 Ha
Spin multiplicity ... 1
Structure (SMILES) ... Cc1ccc(O)cc1.Cc1ccccc1
LUMO ... 0.031 Ha

```
31
Properties=species:S:1:pos:R:3:nbo_charge:R:1
C -0.59660 -2.84065 0.73267 -0.632
C -1.82859 -2.01838 0.62087 -0.030
C -2.11151 -1.23816 -0.51471 -0.200
C -3.08394 -0.26132 -0.51157 -0.271
C -3.72208 0.07016 0.66504 0.296
O -4.53775 1.15610 0.75884 -0.684
C -3.58580 -0.79477 1.75116 -0.279
C -2.72877 -1.89007 1.69477 -0.195
H -0.26896 -3.34608 -0.17929 0.219
H -0.65891 -3.49672 1.59999 0.215
H 0.23610 -2.15364 0.90146 0.227
H -1.59154 -1.46070 -1.43907 0.210
H -3.37650 0.20899 -1.44356 0.224
H -5.28493 1.05058 1.33998 0.484
H -4.17659 -0.58107 2.63471 0.208
H -2.58496 -2.58997 2.50285 0.209
C 4.38500 0.70973 -1.94879 -0.637
C 3.20909 1.11365 -1.11930 -0.004
C 1.92112 0.69007 -1.43163 -0.232
C 0.82732 1.11899 -0.69560 -0.191
C 1.04978 1.96346 0.39838 -0.229
C 2.32510 2.37740 0.73397 -0.205
C 3.42101 1.91740 0.01271 -0.217
H 5.19235 1.44339 -1.95002 0.216
H 4.13365 0.66999 -3.01330 0.216
H 4.79067 -0.24221 -1.60240 0.221
H 1.79856 0.17241 -2.37813 0.205
H -0.20422 0.91601 -0.94279 0.219
H 0.15454 2.14327 0.97998 0.215
H 2.45393 3.05735 1.56577 0.212
H 4.44342 2.13481 0.27699 0.209
```

***

Short version: *ii*, *i*, most stable first.